Below is a single C4H8O2 molecule, with properties calculated with the ωB97M-V functional and the def2-TZVPD basis.

Cartesian coordinates (Å):
1 C 2.21 0.06 -0.14
2 C 0.70 0.31 -0.23
3 O 0.43 1.51 -0.24
4 C -0.58 -0.69 -0.30
5 C -1.78 -0.21 0.53
6 O -1.99 1.16 0.34
7 H 2.45 -0.49 0.77
8 H 2.63 -0.48 -1.00
9 H 2.71 1.04 -0.09
10 H -0.96 -0.62 -1.33
11 H -0.43 -1.76 -0.06
12 H -1.76 -0.48 1.61
13 H -2.55 -0.87 0.09
14 H -1.09 1.52 0.06

The structure (SMILES) is CC(=O)CCO. Its HOMO-LUMO gap is 0.3823 Eh. The HOMO energy comes out at -9.647 eV. As for the net charge: 0.